Record 1
ORCA calculation (the ωB97M-V functional and the def2-TZVPD basis) on 2 unconnected molecules or ions with the total composition C4H14N2O.

Values from the calculation:
SMILES string ... CN[C@H](C)CN.O
HOMO energy ... -0.3108 hartree
Kohn-Sham gap ... 9.4 eV

```
21
Properties=species:S:1:pos:R:3:forces:R:3
H 1.553 0.796 3.505 -0.3388 0.6832 -0.1084
C 1.408 1.390 -0.201 0.3749 0.4953 0.0366
H 2.419 1.559 0.175 -0.1626 -0.1771 0.5120
C -0.462 -0.141 -0.329 -0.1732 -0.7824 -0.0951
H 1.474 -0.566 0.172 -0.3946 -0.0305 0.1723
N -1.514 -1.135 -2.344 -0.9074 0.3746 -0.5224
H 0.347 -0.132 -2.288 -0.2235 0.0397 -0.3087
H -0.662 -1.926 0.757 -0.1868 -0.4621 0.1964
H -2.369 -0.930 -1.850 0.3436 0.0714 0.1851
H 0.378 -1.676 -1.548 -0.1392 -0.4915 0.1033
C -0.276 -0.818 -1.703 0.6641 0.5430 0.6945
H 0.812 2.267 0.048 -0.0302 -0.0329 0.0879
C -1.246 -1.023 0.636 0.0333 0.7949 0.2634
H -1.627 -2.000 -2.832 0.3944 -0.3077 -0.0385
O 1.368 1.747 3.396 0.3820 -0.4490 0.0295
N 0.796 0.182 0.326 0.9203 0.0059 -0.2927
H 0.566 1.934 3.889 -0.0485 -0.1714 0.0563
H 1.562 1.380 -1.271 -0.2471 -0.0109 -0.6855
H -0.969 0.800 -0.483 -0.3742 0.3935 -0.0492
H -2.278 -1.225 0.357 0.0764 -0.2391 -0.2296
H -1.279 -0.484 1.588 0.0370 -0.2471 -0.0074
```
Positions in Å, forces in eV/Å.

Löwdin population analysis, charges in e, atoms 1 to 2:
1. H 0.0415
2. C -0.1407

---

Record 2
ORCA calculation (the ωB97M-V functional and the def2-TZVPD basis) on 2 unconnected molecules or ions with the total composition C4H14N2O.

Values from the calculation:
SMILES string ... NCCCCN.O
HOMO energy ... -0.3490 hartree
Kohn-Sham gap ... 10.3 eV

```
21
Properties=species:S:1:pos:R:3:forces:R:3
H -1.396 0.652 -0.073 0.0632 -0.1519 0.0689
H -0.632 1.961 -0.946 0.1051 -0.0716 -0.1246
H 0.113 -1.132 1.055 0.0262 -0.3139 -0.1292
C 0.970 -0.458 1.022 -0.4343 0.4628 -0.7094
C 0.776 0.531 -0.131 -0.3250 -0.1380 -0.1998
H 1.806 -3.128 0.550 -0.9620 -0.5385 0.3382
C 2.275 -1.212 0.904 -0.7067 -0.8884 -0.1474
O -4.300 0.112 -2.433 0.5377 -0.3754 0.5537
H 0.881 0.116 1.916 0.3006 0.3261 0.9286
H 0.122 2.837 1.045 -0.0514 0.0550 0.3521
H 3.089 -2.720 -0.143 -0.2364 0.2812 -0.6118
H 0.827 -0.027 -1.071 0.1399 0.2332 -0.0721
H 1.563 1.296 -0.106 0.2330 -0.3017 -0.1249
H -3.835 0.561 -1.711 -0.2515 0.0886 -0.2970
N 2.124 -2.381 -0.033 1.5384 0.6995 0.2513
N -0.557 2.092 1.180 -0.0751 0.3074 -0.3409
C -0.528 1.317 -0.066 -0.1466 -0.2925 0.1072
H -3.975 -0.797 -2.330 -0.2727 0.2874 -0.2551
H 2.587 -1.610 1.860 0.1468 0.2258 0.5225
H -1.458 2.554 1.249 0.0535 0.0368 0.1539
H 3.042 -0.535 0.555 0.3172 0.0680 -0.2642
```
Positions in Å, forces in eV/Å.

Löwdin population analysis, charges in e, atoms 1 to 2:
1. H 0.1009
2. H 0.1021

---

Record 3
ORCA calculation (the ωB97M-V functional and the def2-TZVPD basis) on 2 unconnected molecules or ions with the total composition C4H14N2O.

Values from the calculation:
SMILES string ... CCNCCN.O
HOMO energy ... -0.3318 hartree
Kohn-Sham gap ... 10.0 eV

```
21
Properties=species:S:1:pos:R:3:forces:R:3
H -0.314 1.434 2.887 0.1685 0.1551 0.1345
O 2.752 -0.283 -0.843 0.2879 0.1432 0.2700
H 0.272 -0.024 3.724 0.0208 0.0863 -0.0255
H 2.759 -1.206 -0.581 -0.1089 -0.0309 -0.0721
H 0.517 1.546 -1.988 -0.1212 -0.0440 0.2345
H -1.343 -0.500 -2.739 -0.3152 0.1828 0.1700
H 1.908 -0.110 -1.296 -0.1659 -0.1785 -0.2041
N 0.374 0.567 -2.211 -0.0969 0.1489 -0.4041
H -1.609 -0.415 2.092 -0.0385 0.1066 -0.0863
C -1.025 0.145 -1.918 1.1160 -0.0905 0.2467
H -2.120 -0.760 -0.336 0.0584 -0.0726 -0.0419
C -0.566 -0.331 1.768 -0.6627 -0.5492 -0.2658
H 0.456 0.449 0.249 -0.0309 0.1174 -0.0977
H 0.557 0.524 -3.209 -0.0473 -0.1749 0.0929
H -0.567 -1.557 -0.558 0.0838 0.0633 -0.4023
C -1.068 -0.577 -0.587 -0.3431 0.1987 0.6554
H -1.645 1.024 -1.773 -0.3755 0.0490 -0.4489
H 1.211 0.668 2.380 -0.0090 0.0628 0.1806
C 0.202 0.485 2.761 0.2168 0.0677 0.1273
H -0.220 -1.382 1.725 0.2425 0.1961 -0.0063
N -0.530 0.306 0.454 0.1205 -0.4371 -0.0568
```
Positions in Å, forces in eV/Å.

Löwdin population analysis, charges in e, atoms 1 to 2:
1. H 0.0738
2. O -0.0908

---

Record 4
ORCA calculation (the ωB97M-V functional and the def2-TZVPD basis) on 2 unconnected molecules or ions with the total composition C4H14N2O.

Values from the calculation:
SMILES string ... CNCCCN.O
HOMO energy ... -0.3227 hartree
Kohn-Sham gap ... 9.4 eV

```
21
Properties=species:S:1:pos:R:3:forces:R:3
H 0.169 1.647 -0.154 -0.2681 -1.1381 -0.5460
H 0.865 3.704 4.311 -0.2899 -0.4858 -0.2052
H 0.115 -0.789 2.070 1.2836 -1.2317 -0.2036
H -1.564 0.157 0.699 0.4566 0.1358 0.2162
C -0.900 -0.321 -0.040 -0.2707 1.1522 -0.1487
H 1.171 0.262 0.171 -0.6982 0.0581 -1.2563
H -0.479 -1.013 -3.044 2.0343 0.4557 0.3756
N 0.588 0.653 -1.981 0.1604 -0.7052 0.6926
H -1.342 -2.202 0.339 -2.2350 -1.6031 0.4649
H 0.300 2.465 3.546 -1.6625 -1.4144 0.4356
H 1.549 -1.128 -3.159 -2.8061 1.4421 1.3077
C -0.470 -1.666 0.481 -0.9932 -0.6081 -2.7894
C 0.536 -0.418 -3.015 0.8431 -3.2275 1.5109
H -0.093 1.268 -2.371 -0.3577 0.9653 0.2828
N 0.037 -1.811 1.789 0.3704 3.2172 2.2152
H 0.072 -2.193 -0.294 1.3114 0.2260 -0.0178
C 0.267 0.560 -0.453 1.4906 0.9949 -0.7060
H -1.598 -0.394 -0.886 0.3185 -0.4410 -0.0656
H 0.581 -0.006 -3.974 -0.1661 1.4806 -1.3184
H -0.741 -1.908 2.430 -0.4661 -1.1733 -0.0136
O 0.937 3.132 3.535 1.9447 1.9003 -0.2309
```
Positions in Å, forces in eV/Å.

Löwdin population analysis, charges in e, atoms 1 to 2:
1. H 0.1149
2. H 0.0446

---

Record 5
ORCA calculation (the ωB97M-V functional and the def2-TZVPD basis) on 2 unconnected molecules or ions with the total composition C4H14N2O.

Values from the calculation:
SMILES string ... CCCNCN.O
HOMO energy ... -0.3055 hartree
Kohn-Sham gap ... 9.2 eV

```
21
Properties=species:S:1:pos:R:3:forces:R:3
H -0.295 -0.295 0.652 -0.1243 -0.0814 -0.2348
N -0.301 0.372 -0.099 0.8508 -0.1157 -0.5323
H 0.002 -1.338 -3.042 0.2836 -0.0268 -0.1218
H -0.854 2.306 -0.310 0.2541 0.6100 0.2495
H 2.044 1.706 0.163 -0.1921 -0.5904 0.1001
H 1.434 3.258 0.116 -0.5471 -0.3398 -0.0057
H -1.378 -0.003 4.367 -1.2084 0.9070 -0.2644
N 1.220 2.269 0.159 0.5773 0.9265 -0.8522
H -0.458 0.916 -2.028 0.0392 -0.3695 -0.3684
H 0.652 -3.245 -1.607 -0.0518 -0.3621 0.0869
H 0.461 -2.212 -0.171 0.0174 -0.3856 -0.0883
C 0.290 -1.162 -2.004 -1.4110 0.6652 0.1710
C 0.086 -2.429 -1.178 0.3709 0.8486 0.3590
C -0.605 -0.025 -1.484 0.2006 0.8021 1.4277
O -0.526 -0.325 4.574 1.9301 -0.6564 0.4362
C -0.120 1.744 0.273 -0.1605 -1.1710 1.1136
H -0.373 1.712 1.347 -0.4939 0.5823 -0.2210
H -1.677 -0.231 -1.486 -0.1005 -0.5040 -0.6245
H -0.976 -2.669 -1.073 0.1047 -0.1570 -0.2424
H 0.083 0.407 4.767 -0.7214 -0.2435 -0.2041
H 1.292 -0.756 -1.933 0.3825 -0.3385 -0.1840
```
Positions in Å, forces in eV/Å.

Löwdin population analysis, charges in e, atoms 1 to 2:
1. H 0.0954
2. N -0.0911

---

Record 6
ORCA calculation (the ωB97M-V functional and the def2-TZVPD basis) on 2 unconnected molecules or ions with the total composition C4H14N2O.

Values from the calculation:
SMILES string ... NCCCCN.O
HOMO energy ... -0.3280 hartree
Kohn-Sham gap ... 9.5 eV

```
21
Properties=species:S:1:pos:R:3:forces:R:3
H -4.032 -0.198 0.899 0.0922 0.0070 -0.1942
C 0.502 -0.333 -1.239 -2.2086 3.5217 2.8245
H 2.597 -1.669 0.121 0.5855 -0.7663 -0.5472
C -0.769 0.700 -1.341 -0.1208 -2.3557 -1.5213
H -1.560 1.175 0.459 0.4094 0.7160 -1.0428
H 1.658 0.966 0.314 3.6795 -1.9177 1.8267
H -0.191 1.958 0.122 0.2508 0.3829 -0.0927
C 0.515 -0.927 0.186 -0.4954 0.0294 -0.0687
H -0.164 -1.823 0.097 1.0768 0.4840 0.6314
H -0.693 1.272 -2.250 0.3720 0.0047 -0.6842
O -3.116 0.040 1.083 -0.3236 -0.1795 0.2267
H -3.142 0.285 2.013 0.1098 0.0291 0.1328
N 2.445 0.326 0.897 -4.1295 0.6887 -1.2279
N -1.050 1.657 -0.317 -0.7229 -0.8755 1.9765
H 3.330 0.286 0.481 1.3938 1.1156 -1.0364
H 0.167 -1.099 -1.796 -0.3648 -2.5026 -2.7049
C 1.948 -1.084 0.717 -2.2925 1.5580 2.5445
H -1.652 -0.018 -1.558 0.9693 1.4037 0.8163
H 0.006 -0.247 0.941 0.5419 -0.6811 -0.9081
H 1.819 -1.433 1.772 0.5757 -0.5736 -0.9342
H 1.380 0.166 -1.600 0.6012 -0.0890 -0.0167
```
Positions in Å, forces in eV/Å.

Löwdin population analysis, charges in e, atoms 1 to 2:
1. H 0.0506
2. C -0.1838

---

Record 7
ORCA calculation (the ωB97M-V functional and the def2-TZVPD basis) on 2 unconnected molecules or ions with the total composition C4H14N2O.

Values from the calculation:
SMILES string ... CNCCCN.O
HOMO energy ... -0.3306 hartree
Kohn-Sham gap ... 10.0 eV

```
21
Properties=species:S:1:pos:R:3:forces:R:3
C 0.439 1.823 -1.180 -0.0433 0.0935 0.5180
O -1.295 -3.920 1.684 0.3753 -1.9046 0.3647
H 0.940 -1.852 0.144 0.3117 0.2215 0.2138
H -0.199 0.723 1.185 -0.4976 -0.8100 0.5300
H 1.901 1.790 0.422 -0.0325 -0.2527 -0.0240
N -0.279 2.997 -0.635 0.1744 -0.9800 -0.3207
H -1.531 -0.400 -0.420 0.0718 0.2611 0.5337
C 0.610 0.069 0.850 1.7484 1.3961 -0.2196
H 1.357 -0.017 1.645 -0.4517 -0.2377 0.3288
H -1.167 -3.408 0.893 -0.3241 0.9253 0.4465
H -0.427 2.772 0.340 -0.0830 0.7704 0.0871
H -0.348 1.218 -1.606 -0.0752 -0.7420 0.0565
H -1.753 -3.541 2.434 0.0008 0.8294 -0.6269
H 1.996 0.532 -0.831 0.6590 -0.5918 0.3971
N 0.190 -1.254 0.460 -0.5777 0.7451 -0.6662
H -1.539 -2.084 -0.267 0.0519 -0.2154 -1.0329
C -0.872 -1.260 -0.536 -0.8304 0.4122 0.0993
H -0.614 -1.139 -1.608 0.2189 -0.8401 0.4536
C 1.333 1.034 -0.137 -0.9486 0.3231 -1.8813
H 1.056 2.051 -2.058 -0.0083 0.5073 0.3506
H 0.201 3.869 -0.779 0.2600 0.0892 0.3921
```
Positions in Å, forces in eV/Å.

Löwdin population analysis, charges in e, atoms 1 to 2:
1. C -0.2793
2. O -0.0554

---

Record 8
ORCA calculation (the ωB97M-V functional and the def2-TZVPD basis) on 2 unconnected molecules or ions with the total composition C4H14N2O.

Values from the calculation:
SMILES string ... CN[C@@H](C)CN.O
HOMO energy ... -0.3031 hartree
Kohn-Sham gap ... 9.0 eV

```
21
Properties=species:S:1:pos:R:3:forces:R:3
C -0.784 0.019 -0.398 0.8267 -0.5510 0.2791
H 3.421 2.124 0.576 -0.0418 0.3052 0.7472
H -0.927 1.424 1.185 -0.4134 0.1342 -0.2904
H -1.181 0.702 -1.163 -0.4036 -0.3878 0.0958
H -0.762 -2.002 -1.428 -0.2902 0.3676 -0.5847
H 1.426 -1.172 -1.854 0.1790 0.4613 -0.2532
C -1.336 0.415 0.972 1.0244 1.6911 0.7457
H -2.283 -1.459 -0.531 0.1317 -0.2933 -0.5446
C 1.623 -0.819 -0.840 -1.9383 0.1996 -0.1868
H 3.520 2.443 -0.890 -0.0765 -0.0654 -0.1150
H -3.390 0.988 0.825 0.3366 0.5568 -0.6598
H 1.116 0.503 0.461 -0.9419 0.5073 0.2540
H 2.608 -0.386 -0.744 0.2520 -0.3631 -0.0087
N -2.757 0.291 1.168 -0.6362 -0.6720 0.2153
H -2.988 0.217 2.141 0.0996 -0.2503 0.3421
O 3.489 1.707 -0.272 0.2621 -0.1551 -0.5473
H 1.431 -1.719 -0.245 0.5964 0.0520 0.3084
N 0.682 0.287 -0.430 1.0502 -0.9984 -0.2306
C -1.193 -1.441 -0.608 0.0087 0.0288 0.8921
H -0.855 -0.124 1.802 -0.0486 -0.6024 -0.5779
H -0.860 -1.999 0.273 0.0232 0.0350 0.1192
```
Positions in Å, forces in eV/Å.

Löwdin population analysis, charges in e, atoms 1 to 2:
1. C -0.3947
2. H 0.0274

---

no.,electronic energy (eV)
1,-9402.1393
2,-9402.3857
3,-9402.7143
4,-9400.1297
5,-9401.8240
6,-9400.8783
7,-9401.4178
8,-9401.7080